59
Properties=species:S:1:pos:R:3 method="wB97M-V/def2-TZVPD" homo_energy_ev=-8.844 gap_ev=8.828 e_tot_ha=-1247.6728
C 1.26 0.01 0.32
C 1.68 0.04 -1.12
C -0.18 -0.48 0.48
N -1.10 0.62 0.33
C -2.25 0.81 1.31
C -3.54 0.51 0.58
C -3.21 0.96 -0.86
C -1.74 0.76 -1.03
H 1.46 1.00 0.83
H 1.99 -0.56 0.98
H 2.35 0.84 -1.42
H 0.85 0.15 -1.83
H 2.09 -0.94 -1.37
H -0.42 -1.03 1.40
H -0.24 -1.27 -0.25
H -2.09 1.79 1.79
H -2.12 0.07 2.13
H -4.40 1.12 0.98
H -3.78 -0.56 0.56
H -3.63 1.89 -1.20
H -3.73 0.25 -1.52
H -1.43 -0.16 -1.54
H -1.16 1.55 -1.51
H -0.76 2.57 2.97
H 0.39 1.59 2.45
O 0.08 2.14 3.17
H -0.49 3.77 -4.26
H -0.83 3.39 -2.73
O -0.60 3.06 -3.63
H 2.51 -4.99 -1.24
H 2.43 -3.98 -0.29
O 2.90 -4.83 -0.37
H -1.07 2.89 -0.70
H 0.01 3.91 -0.61
O -0.81 3.74 -1.10
H 3.34 0.20 2.20
H 4.15 -0.84 2.97
O 3.83 0.07 3.02
H 0.11 -0.30 -3.69
H -0.69 -1.34 -2.93
O -0.05 -1.26 -3.66
H -1.57 -2.07 -0.90
H -2.36 -3.25 -1.39
O -2.04 -2.38 -1.70
H 0.88 -2.55 -2.66
H 0.91 -3.98 -2.51
O 1.38 -3.21 -2.15
H -2.71 -5.15 -0.02
H -1.32 -5.23 -0.91
O -2.24 -4.98 -0.84
H 1.25 -0.08 3.62
H 1.93 -1.40 3.87
O 1.06 -0.98 3.90
H 2.42 3.21 1.18
H 2.36 3.45 -0.29
O 1.78 3.23 0.45
H 1.67 3.13 3.42
H 2.88 2.18 3.91
O 2.60 2.92 3.37

=====

16
Properties=species:S:1:pos:R:3 method="wB97M-V/def2-TZVPD" homo_energy_ev=-9.551 gap_ev=9.653 e_tot_ha=-6061.4770
C 2.21 0.69 0.75
C 2.20 0.91 -0.60
C -0.02 0.01 0.50
C 1.01 0.20 1.39
C 0.04 0.22 -0.85
C -2.17 -0.63 -0.92
C -1.87 -0.73 0.58
N 1.15 0.70 -1.40
N -1.07 -0.11 -1.61
O -3.27 -0.90 -1.36
Cl 1.11 -0.12 3.06
Br -2.82 0.38 1.80
Br -1.72 -2.55 1.17
H 3.17 0.90 1.37
H 3.05 1.28 -1.26
H -1.00 -0.24 -2.62

=====

Calculated values (eV) of LUMO energy for the records, taken in order: -0.02 0.10.